--- i ---
Formula: C4H9NOS
Source: the Open Molecules 2025 dataset
Level of theory: the ωB97M-V functional and the def2-TZVPD basis

The geometry in XYZ format:
```
16
Properties=species:S:1:pos:R:3:nbo_charge:R:1
O -2.986 1.207 -0.797 -0.470
C -2.234 0.450 -0.215 0.379
N -1.125 0.998 0.859 -0.466
C -0.654 0.660 -0.406 0.030
C -0.011 -0.721 -0.535 -0.443
S 2.450 -0.661 1.293 -0.532
C 1.179 -0.729 -1.486 -0.657
H -2.389 -0.596 0.041 0.166
H -1.472 1.961 0.939 0.381
H -0.163 1.405 -1.025 0.233
H 0.260 -0.945 0.513 0.302
H -0.773 -1.459 -0.775 0.236
H 2.806 -1.839 1.831 0.117
H 2.082 -0.293 -1.077 0.263
H 1.511 -1.765 -1.382 0.242
H 1.018 -0.581 -2.550 0.219
```

Summary:
Net charge = 0
Molecular weight = 119.19 g mol⁻¹
HOMO level = -7.65 eV

---

--- ii ---
Formula: C4H9NOS
Source: the Open Molecules 2025 dataset
Level of theory: the ωB97M-V functional and the def2-TZVPD basis

The geometry in XYZ format:
```
16
Properties=species:S:1:pos:R:3:nbo_charge:R:1
N -1.333 -2.212 -0.056 -0.813
C -0.738 -1.058 -0.504 0.661
O -1.216 -0.514 -1.480 -0.613
C 0.549 -0.652 0.089 -0.511
C 0.536 0.505 1.059 -0.391
C 0.135 1.755 0.263 -0.471
S 1.347 2.150 -1.082 -0.102
H -2.122 -2.335 -0.703 0.402
H -0.748 -2.859 0.190 0.373
H 0.797 -1.359 0.953 0.204
H 1.366 -0.834 -0.628 0.257
H -0.263 0.239 1.758 0.217
H 1.530 0.544 1.559 0.220
H -0.856 1.740 0.031 0.227
H 0.258 2.578 0.770 0.202
H 0.759 2.312 -2.222 0.136
```

Summary:
Net charge = 0
Molecular weight = 119.19 g mol⁻¹
HOMO level = -8.88 eV
SMILES = NC(=O)CCCS

---

--- iii ---
Formula: C4H9NOS
Source: the Open Molecules 2025 dataset
Level of theory: the ωB97M-V functional and the def2-TZVPD basis

The geometry in XYZ format:
```
16
Properties=species:S:1:pos:R:3:nbo_charge:R:1
O -0.184 1.300 1.467 -0.421
C 0.537 0.537 0.892 0.272
C 1.407 -0.474 1.479 0.214
C -2.896 0.296 0.106 -0.406
C -2.001 0.599 -0.820 -0.384
S 1.585 0.282 -2.339 -0.642
N 2.265 -1.076 0.632 -0.763
H 0.788 0.656 -0.208 0.185
H 1.096 -1.041 2.366 0.197
H -3.057 0.963 0.947 0.197
H -3.487 -0.601 0.021 0.194
H -1.665 -0.122 -1.560 0.201
H -1.498 1.558 -0.928 0.199
H 1.920 -1.006 -2.462 0.096
H 3.252 -0.893 0.761 0.442
H 1.938 -0.978 -0.354 0.420
```

Summary:
Net charge = 0
Molecular weight = 119.19 g mol⁻¹
HOMO level = -7.86 eV

---

Quick ranking, most stable first: ii, iii, i.

---

--- i ---
Formula: C4H9NOS
Source: the Open Molecules 2025 dataset
Level of theory: the ωB97M-V functional and the def2-TZVPD basis

The geometry in XYZ format:
```
16
Properties=species:S:1:pos:R:3:nbo_charge:R:1
C 2.810 0.217 0.934 -0.251
C 2.418 -0.544 0.126 -0.237
C -0.261 1.825 -0.318 -0.436
C -1.677 -1.776 0.199 -0.811
N -0.577 0.476 0.250 -0.887
O -1.703 -0.223 -1.946 -0.966
S -0.769 -0.696 -0.971 1.405
H 3.314 0.819 1.546 0.216
H 0.132 0.272 1.015 0.407
H 1.803 -1.166 -0.604 0.247
H 0.015 2.501 0.592 0.211
H -1.036 2.099 -1.016 0.228
H 0.685 1.790 -0.892 0.178
H -2.271 -1.076 0.795 0.252
H -2.113 -2.393 -0.507 0.228
H -0.771 -2.126 0.794 0.217
```

Summary:
Net charge = 0
Molecular weight = 119.19 g mol⁻¹
HOMO level = -8.61 eV

---

--- ii ---
Formula: C4H9NOS
Source: the Open Molecules 2025 dataset
Level of theory: the ωB97M-V functional and the def2-TZVPD basis

The geometry in XYZ format:
```
16
Properties=species:S:1:pos:R:3:nbo_charge:R:1
C 2.398 0.694 0.229 -1.003
S 0.778 0.631 -0.228 1.871
N -0.003 1.990 0.607 -1.059
O 0.809 0.808 -1.707 -0.922
C -0.605 -0.413 0.171 -0.484
C -1.679 -0.769 -0.835 -0.378
C -0.621 -1.813 -0.330 -0.409
H 3.152 0.269 -0.378 0.237
H 2.687 0.430 1.264 0.207
H 0.177 2.936 0.164 0.417
H 0.276 1.868 1.612 0.386
H -1.076 -0.221 1.038 0.241
H -1.813 -0.558 -1.885 0.246
H -2.619 -0.978 -0.368 0.209
H -0.981 -2.648 0.242 0.218
H 0.168 -2.082 -0.947 0.224
```

Summary:
Net charge = 0
Molecular weight = 119.19 g mol⁻¹
HOMO level = -8.13 eV
SMILES = C=[S@@](N)(=O)C1CC1

---

Quick ranking, most stable first: i, ii.

---

--- i ---
Formula: C6H16
Source: the Open Molecules 2025 dataset
Level of theory: the ωB97M-V functional and the def2-TZVPD basis

The geometry in XYZ format:
```
22
Properties=species:S:1:pos:R:3:nbo_charge:R:1
C -1.241 -0.550 -0.053 -0.607
C -0.217 -1.298 0.786 -0.216
C -0.734 -2.408 1.711 -0.599
C 0.988 -1.773 -0.030 -0.602
H -1.784 -1.345 -0.578 0.199
H -0.715 0.037 -0.809 0.205
H -1.935 0.145 0.415 0.214
H 0.185 -0.571 1.508 0.183
H -1.426 -3.030 1.188 0.196
H 0.092 -3.019 2.064 0.206
H -1.310 -1.995 2.539 0.207
H 1.619 -0.925 -0.271 0.208
H 1.547 -2.541 0.502 0.206
H 0.700 -2.273 -0.961 0.199
C 0.622 3.095 -0.396 -0.606
C 0.488 2.651 -1.852 -0.614
H 1.618 2.838 -0.024 0.201
H 0.514 4.166 -0.224 0.201
H -0.022 2.572 0.316 0.201
H -0.489 2.588 -2.323 0.208
H 0.763 1.594 -1.807 0.202
H 1.162 3.302 -2.404 0.208
```

Summary:
Net charge = 0
Molecular weight = 88.19 g mol⁻¹
HOMO level = -10.86 eV
SMILES = CC(C)C.CC

---

--- ii ---
Formula: C6H16
Source: the Open Molecules 2025 dataset
Level of theory: the ωB97M-V functional and the def2-TZVPD basis

The geometry in XYZ format:
```
22
Properties=species:S:1:pos:R:3:nbo_charge:R:1
C 1.615 -1.940 0.152 -0.602
C 0.980 -1.039 -0.904 -0.402
C 1.551 -1.253 -2.287 -0.614
H 2.565 -1.530 0.493 0.201
H 1.842 -2.938 -0.223 0.203
H 0.964 -2.007 1.023 0.205
H -0.067 -1.329 -0.975 0.194
H 0.975 -0.005 -0.573 0.200
H 1.164 -2.157 -2.761 0.203
H 1.330 -0.468 -3.018 0.210
H 2.638 -1.382 -2.386 0.202
C -0.885 2.233 1.887 -0.609
C -1.593 0.965 1.360 -0.402
C -1.741 0.987 -0.158 -0.606
H -1.031 3.063 1.193 0.201
H -1.170 2.544 2.892 0.209
H 0.189 2.027 1.906 0.202
H -0.963 0.109 1.594 0.192
H -2.524 0.831 1.909 0.199
H -0.889 1.515 -0.587 0.201
H -1.789 -0.004 -0.589 0.207
H -2.674 1.468 -0.469 0.205
```

Summary:
Net charge = 0
Molecular weight = 88.19 g mol⁻¹
HOMO level = -11.23 eV
SMILES = CCC.CCC

---

--- iii ---
Formula: C6H16
Source: the Open Molecules 2025 dataset
Level of theory: the ωB97M-V functional and the def2-TZVPD basis

The geometry in XYZ format:
```
22
Properties=species:S:1:pos:R:3:nbo_charge:R:1
C -2.325 -1.434 -1.247 -0.638
C -1.331 -0.408 -0.586 -0.232
C -0.952 -0.908 0.808 -0.611
C 0.020 -0.409 -1.475 -0.626
H -1.877 -2.289 -1.873 0.219
H -3.207 -0.808 -1.830 0.222
H -2.648 -2.175 -0.429 0.211
H -1.823 0.604 -0.472 0.205
H -0.761 -2.010 0.833 0.202
H -0.095 -0.288 1.218 0.206
H -1.802 -0.860 1.419 0.206
H 0.433 -1.474 -1.497 0.214
H -0.304 0.125 -2.413 0.214
H 0.922 0.322 -1.028 0.208
C 1.960 1.736 0.429 -0.618
C 2.345 1.367 1.922 -0.607
H 0.980 1.118 0.203 0.206
H 1.962 2.838 0.317 0.211
H 2.684 1.412 -0.351 0.200
H 3.058 1.993 2.327 0.201
H 2.786 0.357 1.914 0.205
H 1.391 1.468 2.551 0.203
```

Summary:
Net charge = 0
Molecular weight = 88.19 g mol⁻¹
HOMO level = -10.49 eV
SMILES = CC(C)C.CC

---

--- iv ---
Formula: C6H16
Source: the Open Molecules 2025 dataset
Level of theory: the ωB97M-V functional and the def2-TZVPD basis

The geometry in XYZ format:
```
22
Properties=species:S:1:pos:R:3:nbo_charge:R:1
C 1.933 0.906 -1.694 -0.603
C 1.300 -0.488 -1.572 -0.419
C 2.159 -1.311 -0.636 -0.614
H 2.590 1.002 -2.491 0.209
H 2.222 1.211 -0.573 0.210
H 1.054 1.608 -2.058 0.196
H 0.267 -0.351 -1.244 0.203
H 1.142 -0.978 -2.558 0.200
H 2.240 -0.792 0.399 0.195
H 1.676 -2.207 -0.298 0.210
H 3.231 -1.554 -0.971 0.212
C -0.877 1.232 1.318 -0.613
C -2.170 0.606 1.036 -0.407
C -2.387 -0.975 1.356 -0.586
H -0.801 1.477 2.407 0.207
H -0.611 2.030 0.687 0.216
H 0.109 0.531 1.287 0.193
H -3.006 1.148 1.378 0.203
H -2.483 0.736 -0.031 0.189
H -2.608 -1.222 2.432 0.199
H -3.326 -1.100 0.871 0.204
H -1.655 -1.508 0.955 0.194
```

Summary:
Net charge = 0
Molecular weight = 88.19 g mol⁻¹
HOMO level = -10.75 eV
SMILES = CCC.CCC

---

Quick ranking, most stable first: ii, i, iv, iii.

---

--- i ---
Formula: C6H16
Source: the Open Molecules 2025 dataset
Level of theory: the ωB97M-V functional and the def2-TZVPD basis

The geometry in XYZ format:
```
22
Properties=species:S:1:pos:R:3:nbo_charge:R:1
C -1.007 1.665 1.858 -0.622
C -1.070 0.129 1.414 -0.413
C -0.622 -0.746 2.544 -0.615
H -0.273 1.629 2.600 0.197
H -0.592 2.085 0.868 0.220
H -2.052 1.988 2.176 0.214
H -0.352 -0.267 0.700 0.191
H -2.133 0.173 0.954 0.208
H -1.422 -0.618 3.401 0.201
H 0.309 -0.366 3.039 0.209
H -0.478 -1.836 2.037 0.212
C 0.052 -1.215 -2.439 -0.613
C 1.360 -0.586 -2.047 -0.399
C 1.392 0.767 -1.415 -0.613
H -0.736 -1.055 -1.537 0.183
H -0.301 -0.735 -3.353 0.204
H -0.134 -2.257 -2.572 0.226
H 1.999 -0.715 -2.957 0.195
H 1.959 -1.192 -1.252 0.186
H 1.212 1.529 -2.252 0.196
H 2.386 0.938 -0.924 0.221
H 0.504 0.685 -0.845 0.211
```

Summary:
Net charge = 0
Molecular weight = 88.19 g mol⁻¹
HOMO level = -10.21 eV
SMILES = CCC.CCC

---

--- ii ---
Formula: C6H16
Source: the Open Molecules 2025 dataset
Level of theory: the ωB97M-V functional and the def2-TZVPD basis

The geometry in XYZ format:
```
22
Properties=species:S:1:pos:R:3:nbo_charge:R:1
C -1.053 -0.038 0.908 -0.607
C -1.221 -0.471 -0.519 -0.221
C -2.452 -1.521 -0.633 -0.610
C -1.413 0.855 -1.312 -0.614
H -1.783 0.736 1.259 0.199
H -0.017 0.444 0.977 0.204
H -1.120 -0.846 1.638 0.204
H -0.252 -0.874 -0.792 0.199
H -2.767 -1.698 0.376 0.204
H -3.219 -1.066 -1.225 0.206
H -2.180 -2.507 -1.043 0.210
H -0.467 1.402 -1.181 0.206
H -1.712 0.676 -2.355 0.209
H -2.070 1.609 -0.878 0.205
C 2.087 0.342 0.203 -0.603
C 3.346 0.604 0.994 -0.632
H 1.200 0.943 0.411 0.198
H 2.292 0.327 -0.865 0.210
H 1.698 -0.752 0.414 0.196
H 4.131 0.818 0.221 0.211
H 3.353 1.311 1.825 0.215
H 3.619 -0.295 1.575 0.209
```

Summary:
Net charge = 0
Molecular weight = 88.19 g mol⁻¹
HOMO level = -10.71 eV
SMILES = CC(C)C.CC

---

--- iii ---
Formula: C6H16
Source: the Open Molecules 2025 dataset
Level of theory: the ωB97M-V functional and the def2-TZVPD basis

The geometry in XYZ format:
```
22
Properties=species:S:1:pos:R:3:nbo_charge:R:1
C 1.499 -2.165 0.422 -0.601
C 0.726 -0.910 0.803 -0.221
C -0.674 -1.226 1.279 -0.603
C 1.459 0.012 1.771 -0.603
H 1.675 -2.828 1.270 0.200
H 2.482 -1.931 0.000 0.207
H 0.938 -2.731 -0.328 0.206
H 0.602 -0.338 -0.131 0.188
H -0.679 -1.776 2.229 0.201
H -1.221 -0.301 1.468 0.206
H -1.214 -1.832 0.541 0.207
H 2.374 0.396 1.310 0.207
H 0.835 0.883 2.007 0.207
H 1.750 -0.476 2.705 0.202
C -1.154 2.014 -1.189 -0.613
C -1.518 1.830 -2.655 -0.609
H -0.073 2.158 -1.098 0.203
H -1.673 2.798 -0.631 0.207
H -1.315 1.087 -0.622 0.201
H -1.635 2.782 -3.179 0.204
H -0.741 1.286 -3.172 0.204
H -2.443 1.270 -2.802 0.203
```

Summary:
Net charge = 0
Molecular weight = 88.19 g mol⁻¹
HOMO level = -11.14 eV
SMILES = CC(C)C.CC

---

Quick ranking, most stable first: iii, ii, i.

---

--- i ---
Formula: C6H16
Source: the Open Molecules 2025 dataset
Level of theory: the ωB97M-V functional and the def2-TZVPD basis

The geometry in XYZ format:
```
22
Properties=species:S:1:pos:R:3:nbo_charge:R:1
C 0.792 -1.400 1.613 -0.614
C -0.073 -0.150 1.245 -0.218
C -0.990 0.357 2.414 -0.607
C 0.706 0.988 0.702 -0.630
H 0.644 -1.612 2.680 0.206
H 1.825 -1.335 1.316 0.210
H 0.322 -2.158 1.024 0.212
H -0.833 -0.501 0.482 0.188
H -1.333 -0.448 3.058 0.211
H -0.430 1.116 2.959 0.199
H -1.708 1.008 1.918 0.210
H 0.269 1.705 -0.005 0.215
H 1.223 1.645 1.419 0.207
H 1.557 0.669 0.089 0.210
C -0.971 -0.120 -2.753 -0.607
C 0.518 0.133 -2.542 -0.602
H -1.382 0.158 -1.784 0.196
H -1.495 0.513 -3.452 0.204
H -1.220 -1.175 -2.942 0.203
H 1.100 -0.228 -3.397 0.201
H 0.766 -0.380 -1.616 0.204
H 0.712 1.216 -2.428 0.202
```

Summary:
Net charge = 0
Molecular weight = 88.19 g mol⁻¹
HOMO level = -10.84 eV
SMILES = CC(C)C.CC

---

--- ii ---
Formula: C6H16
Source: the Open Molecules 2025 dataset
Level of theory: the ωB97M-V functional and the def2-TZVPD basis

The geometry in XYZ format:
```
22
Properties=species:S:1:pos:R:3:nbo_charge:R:1
C 0.302 -1.254 -1.459 -0.609
C 0.882 0.134 -1.131 -0.235
C 2.137 -0.084 -0.239 -0.593
C 1.180 0.855 -2.445 -0.620
H -0.264 -1.309 -2.381 0.208
H -0.447 -1.630 -0.743 0.205
H 1.106 -1.990 -1.439 0.203
H 0.252 0.662 -0.416 0.204
H 2.655 0.851 -0.047 0.207
H 1.762 -0.512 0.689 0.203
H 2.776 -0.852 -0.677 0.196
H 2.215 1.185 -2.510 0.207
H 0.985 0.223 -3.316 0.207
H 0.534 1.695 -2.732 0.216
C -1.649 0.730 1.864 -0.608
C -2.348 -0.186 2.889 -0.607
H -2.273 1.600 1.714 0.206
H -0.620 0.950 2.153 0.201
H -1.492 0.171 0.940 0.200
H -2.281 0.251 3.880 0.205
H -2.004 -1.214 2.776 0.204
H -3.408 -0.276 2.629 0.199
```

Summary:
Net charge = 0
Molecular weight = 88.19 g mol⁻¹
HOMO level = -11.02 eV
SMILES = CC(C)C.CC

---

Quick ranking, most stable first: ii, i.